# C4H8N2OS

C4H8N2OS in the gas phase at a distorted geometry (ωB97M-V/def2-TZVPD, the OMol25 dataset).

## Properties
molar mass	132.19	g/mol
highest occupied orbital energy	-9.0	eV
SMILES string	C1=N\CCOCSN/1
charge	0
energy	-20138.567	eV
max |F|	3.39	eV/Å
ΔE to the lowest compared entry with this formula, charge and spin	2.267	eV

XYZ file:
```
16
Properties=species:S:1:pos:R:3:forces:R:3
C -0.5318 1.2949 -0.6770 -1.371 0.495 -0.444
C 0.5875 1.2419 0.3484 1.013 -1.005 0.294
C 1.8230 -0.7066 -0.2472 -0.873 3.211 0.628
C -1.7392 -0.5182 0.3668 -0.058 -1.272 1.619
H -0.3148 0.7001 -1.5941 0.252 0.767 0.580
H -0.8130 2.3609 -0.9235 0.398 -1.259 0.008
H 0.2438 0.6021 1.2109 0.387 0.679 -0.706
H 0.8075 2.2563 0.7627 0.196 -0.906 -0.564
H 2.7177 -1.1839 -0.5744 0.584 -0.454 -0.389
H 1.2951 -2.5164 0.2083 -1.194 1.154 0.647
H -1.5252 -0.6416 1.5035 -0.169 0.660 -1.694
H -2.7326 -0.9607 0.2063 0.070 0.192 0.118
N 1.8215 0.5971 -0.2776 -1.258 -1.618 1.055
N 0.8342 -1.5701 0.3214 1.816 -1.234 -0.795
O -1.7743 0.7510 -0.1653 0.205 0.884 0.070
S -0.6992 -1.7068 -0.4692 0.002 -0.293 -0.427
```
Positions in Å, forces in eV/Å.

Atom-resolved charges from Mulliken, all expressed in e: number 1, C, carries -0.505; number 2, C, carries -0.236; number 3, C, carries -0.023; number 4, C, carries -0.430; number 5, H, carries 0.405; number 6, H, carries 0.246; number 7, H, carries 0.296; number 8, H, carries 0.304; number 9, H, carries 0.352; number 10, H, carries 0.352; number 11, H, carries 0.270; number 12, H, carries 0.338; number 13, N, carries -0.570; number 14, N, carries -0.380; number 15, O, carries -0.401; number 16, S, carries -0.017